Molecular formula: C9H14
Method: DFT, ωB97M-V with the def2-TZVPD basis set

```
23
Properties=species:S:1:pos:R:3:forces:R:3:mulliken_charge:R:1
C 1.382 2.459 1.429 1.1 0.3 -0.3 -0.735
C 0.044 2.675 2.121 0.1 -0.6 0.0 -0.797
H 2.263 2.951 1.859 -0.5 0.3 0.5 0.331
H 1.712 1.419 1.426 -0.5 -0.2 -0.3 0.154
H 1.397 2.850 0.409 -0.2 -0.3 -0.1 0.256
H -0.102 1.889 2.864 0.0 0.2 0.2 0.241
H -0.050 3.645 2.601 0.0 0.1 0.0 0.306
H -0.768 2.536 1.408 0.0 0.2 0.0 0.246
C -2.191 -1.062 -2.209 -0.2 -0.7 -1.2 -1.404
C 1.415 -1.210 -1.074 0.7 -0.5 1.4 -0.409
C 0.296 -0.881 -1.798 -0.4 -0.6 -0.8 -0.458
C 1.300 -1.715 0.244 -0.7 0.6 -0.7 -0.584
C -0.987 -1.213 -1.335 0.1 0.0 0.0 0.884
C 0.036 -1.806 0.788 0.1 0.0 -0.7 -0.343
C -1.082 -1.690 -0.056 -0.1 -0.1 1.7 -0.473
H 2.435 -1.069 -1.406 -0.2 0.1 -0.6 0.369
H 0.371 -0.578 -2.838 0.2 0.3 0.2 0.360
H 2.128 -2.046 0.847 0.5 0.4 -0.1 0.383
H -0.052 -1.917 1.857 -0.3 -0.6 0.1 0.394
H -3.167 -1.145 -1.734 0.2 0.6 0.5 0.350
H -2.273 -1.882 -2.942 0.5 0.0 0.1 0.296
H -2.014 -2.022 0.392 -0.3 0.4 -0.3 0.292
H -2.096 -0.187 -2.852 -0.3 0.3 0.3 0.340
```
Forces are in eV/Å.

Calculated values
Energy above the lowest of the compared OMol25 structures with the same formula, charge and spin, kJ/mol: 59.36
SMILES: Cc1ccccc1.CC

=====

Molecular formula: C34H39N2O4Pb
Method: DFT, ωB97M-V with the def2-TZVPD basis set

```
80
Properties=species:S:1:pos:R:3:forces:R:3:mulliken_charge:R:1
O -0.309 0.020 -5.450 -0.5 1.1 -2.0 -0.361
C -0.613 1.272 -6.254 -0.5 1.0 0.8 -0.016
C -0.205 0.710 -7.604 0.0 -0.1 0.7 -1.050
H -0.024 2.155 -5.967 -0.3 -0.8 0.2 -0.464
H -1.689 1.504 -6.139 0.5 -0.1 -0.1 0.418
C -0.047 -0.584 -6.778 0.4 -0.6 -1.9 1.691
H 0.736 1.083 -8.037 -0.5 0.1 0.3 0.285
H -1.038 0.664 -8.334 0.8 0.1 0.3 0.375
C 1.279 -1.281 -6.915 0.4 -0.2 0.4 -1.834
H 2.158 -0.645 -6.754 -0.3 0.0 0.2 0.325
H 1.352 -1.696 -7.926 0.0 0.1 0.1 0.494
H 1.295 -2.134 -6.230 0.2 0.0 0.1 0.354
C -1.126 -1.485 -7.298 -0.5 -0.3 0.2 -1.768
H -2.054 -0.927 -7.447 -0.1 -0.3 0.3 0.430
H -1.270 -2.337 -6.653 -0.3 -0.5 0.2 0.367
H -0.813 -1.843 -8.285 -0.1 0.0 0.2 0.422
Pb -0.863 -0.491 -2.399 0.8 0.2 1.2 1.464
C -2.421 -0.498 1.020 0.7 -0.8 -0.2 -0.219
C -2.599 0.899 1.163 -1.1 1.6 -1.1 -0.222
C -3.012 1.420 -0.077 0.6 0.6 1.6 -0.718
H -2.548 1.447 2.104 0.2 -0.1 -0.4 0.598
C -3.104 0.351 -1.014 0.0 -1.2 0.5 -0.782
C -2.722 -0.860 -0.320 0.1 0.3 -1.2 -0.878
H -2.846 -1.880 -0.673 -0.2 0.2 0.0 0.787
H -2.106 -1.186 1.801 -0.2 0.2 -0.1 0.465
H -3.226 2.476 -0.281 0.1 -0.6 0.1 0.412
H -3.540 0.414 -2.014 0.0 0.0 0.3 0.789
C 0.838 -2.279 0.881 1.3 0.7 0.8 0.156
C 0.138 -2.767 -0.237 -0.6 -0.2 -2.3 -0.897
C 0.914 -2.503 -1.403 -2.1 -0.3 0.2 -1.085
H -0.799 -3.325 -0.190 0.4 0.2 -0.1 0.544
C 2.137 -1.885 -0.973 1.0 0.7 2.2 -0.654
C 2.091 -1.761 0.433 0.0 -0.3 -1.4 -0.401
H 2.869 -1.359 1.073 -0.2 0.0 -0.2 0.523
H 0.504 -2.333 1.913 0.1 0.0 -0.2 0.657
H 0.714 -2.878 -2.410 0.2 -0.2 0.4 0.936
H 2.974 -1.601 -1.613 -0.3 -0.1 0.2 0.461
O 2.550 1.613 -5.578 -1.2 0.4 1.7 -0.438
C 2.228 0.998 -4.273 0.3 -0.7 -0.6 0.278
C 1.458 2.002 -3.383 -0.1 0.3 -0.6 0.699
H 3.170 0.571 -3.880 -0.3 0.7 0.2 0.397
H 1.568 0.128 -4.472 0.5 0.5 -0.1 -0.239
C 1.273 3.253 -4.299 -0.7 -0.5 -0.3 -1.103
H 1.827 2.162 -2.366 0.3 0.1 -0.4 0.335
H 0.397 1.696 -3.262 0.3 -0.4 0.2 -0.684
C 2.186 3.022 -5.519 0.8 -0.2 0.3 -0.560
H 1.402 4.228 -3.825 0.3 -0.2 0.0 0.460
H 0.208 3.187 -4.602 0.7 0.6 0.1 0.333
H 3.124 3.601 -5.385 -0.5 -0.2 -0.3 0.337
H 1.709 3.263 -6.482 0.2 0.1 0.4 0.332
O 0.655 1.790 0.052 0.3 -0.4 0.2 -0.677
C 0.693 1.430 1.238 -0.4 0.5 0.5 -0.356
N 1.132 2.212 2.318 0.6 0.4 -1.9 0.055
C 0.929 1.554 3.573 0.0 -0.1 0.6 3.596
C 0.325 0.216 3.048 -0.3 -1.1 1.6 -0.686
O -0.001 -0.702 3.814 0.3 0.8 -1.2 -0.717
N 0.197 0.237 1.712 -0.1 0.1 -0.6 0.040
C 2.189 1.343 4.431 0.0 0.3 0.2 -0.149
C 2.958 0.188 4.322 0.2 0.2 0.3 -0.269
C 4.063 -0.014 5.156 -0.1 0.2 0.0 -0.885
C 4.415 0.936 6.116 -0.3 0.3 -0.1 -0.551
C 3.614 2.080 6.275 -0.1 0.0 -0.4 -0.760
C 2.527 2.299 5.411 0.3 -0.3 0.2 -0.194
C -0.157 2.224 4.422 -0.2 -0.2 0.1 -0.876
C -0.450 1.647 5.668 -0.5 0.5 0.1 -0.089
C -1.457 2.191 6.473 0.4 -0.2 -0.3 -0.874
C -2.164 3.314 6.043 -0.3 0.2 -0.2 -0.451
C -1.876 3.881 4.797 0.3 -0.1 -0.2 -0.806
C -0.864 3.341 3.979 -0.2 -0.1 0.5 -0.443
H 1.733 3.027 2.153 -0.5 -0.7 0.3 0.293
H 2.674 -0.578 3.611 0.0 0.0 0.0 0.339
H 4.617 -0.944 5.073 0.1 0.2 0.0 0.412
H 5.310 0.810 6.730 -0.4 -0.1 -0.1 0.386
H 3.811 2.801 7.081 0.0 -0.3 -0.5 0.379
H 1.912 3.198 5.546 0.3 -0.5 -0.1 0.420
H 0.125 0.791 6.012 -0.2 0.1 -0.1 0.489
H -1.663 1.733 7.442 0.0 0.2 -0.3 0.402
H -2.962 3.739 6.669 0.5 -0.2 -0.3 0.381
H -2.410 4.765 4.437 0.1 -0.3 0.3 0.410
H -0.605 3.793 3.016 -0.2 -0.1 0.4 0.428
```
Forces are in eV/Å.

Calculated values
Energy, eV: -52295.4921
Total charge: +1

=====

Molecular formula: C55H66BN7O2S2Ta
Method: DFT, ωB97M-V with the def2-TZVPD basis set

```
134
Properties=species:S:1:pos:R:3:forces:R:3:mulliken_charge:R:1
Ta 0.385 -0.216 -0.013 -0.6 0.5 -0.2 -0.176
C -1.436 -3.386 0.904 -0.1 0.1 -0.1 0.498
C -2.363 -2.454 1.683 0.1 0.0 0.0 -1.036
C -2.226 -0.949 1.423 0.1 0.0 0.0 -0.819
N -0.875 -0.384 1.585 0.4 -0.3 -0.1 0.633
C -0.341 -0.134 2.831 0.0 0.0 -0.2 -0.585
C -1.055 -0.430 3.987 -0.1 -0.2 0.1 0.006
C -0.739 -0.297 5.325 -0.1 0.0 0.0 -0.850
C 0.449 0.117 5.901 0.0 0.1 0.0 -0.642
C 1.566 0.560 5.226 -0.1 0.1 -0.1 -0.674
C 1.750 0.758 3.864 0.1 0.3 0.1 0.319
C 0.933 0.525 2.770 -0.2 -0.1 -0.3 0.708
N 1.327 0.848 1.467 0.2 -0.4 0.1 0.555
C 2.546 1.644 1.283 -0.1 -0.1 0.1 -1.391
C 3.083 1.520 -0.127 -0.1 0.1 0.0 0.035
C 3.455 0.090 -0.468 0.0 0.0 -0.1 -1.503
N 2.252 -0.667 -0.810 0.1 -0.5 0.5 1.002
C 2.393 -1.948 -1.263 -0.1 0.1 0.1 -0.507
C 3.625 -2.599 -1.253 0.2 0.0 0.0 -0.274
C 4.007 -3.848 -1.719 0.0 0.1 0.0 -0.811
C 3.280 -4.772 -2.446 0.0 0.0 0.0 -0.624
C 1.953 -4.650 -2.820 0.0 0.0 0.0 -0.839
C 1.022 -3.696 -2.446 -0.1 0.0 -0.1 0.042
C 1.138 -2.561 -1.647 -0.1 0.0 0.0 1.160
N 0.051 -1.853 -1.238 0.3 -0.1 0.4 0.614
C -1.308 -2.368 -1.467 0.1 0.1 0.0 -0.505
C -1.708 -3.555 -0.588 0.1 0.0 0.0 -1.186
H -1.505 -4.367 1.376 0.0 0.0 0.0 0.425
H -0.400 -3.092 1.068 0.0 0.0 0.0 -0.745
H -2.188 -2.651 2.743 0.0 0.0 0.0 0.275
H -3.407 -2.711 1.477 0.0 0.0 0.0 0.631
H -2.916 -0.399 2.065 0.0 0.0 0.0 0.810
H -2.549 -0.707 0.407 0.0 0.0 -0.1 -0.238
H -2.032 -0.860 3.815 0.0 0.0 0.0 0.382
H -1.501 -0.630 6.020 0.0 0.0 0.0 0.483
H 0.510 0.041 6.980 0.0 0.0 -0.1 0.526
H 2.427 0.794 5.841 0.0 0.0 0.0 0.404
H 2.720 1.170 3.632 0.0 0.0 0.0 0.349
H 3.343 1.304 1.943 0.0 0.0 0.1 0.757
H 2.327 2.687 1.532 0.0 0.0 0.0 0.432
H 3.972 2.142 -0.205 0.0 0.1 0.0 0.688
H 2.352 1.892 -0.857 0.1 0.1 0.0 -1.056
H 3.970 -0.363 0.386 0.0 0.0 0.0 0.520
H 4.141 0.070 -1.317 0.0 0.0 0.0 0.785
H 4.423 -2.043 -0.780 0.0 0.0 0.0 0.449
H 5.038 -4.112 -1.515 0.0 0.0 0.0 0.450
H 3.799 -5.667 -2.763 0.0 0.0 0.0 0.413
H 1.566 -5.440 -3.452 0.0 0.0 0.0 0.460
H 0.024 -3.873 -2.827 0.0 0.0 0.0 0.456
H -1.432 -2.613 -2.519 0.0 0.0 -0.2 0.826
H -1.986 -1.537 -1.296 -0.1 0.2 0.0 -0.786
H -1.175 -4.446 -0.930 0.0 0.0 0.0 0.319
H -2.772 -3.738 -0.768 0.0 0.0 0.0 0.492
O -0.127 -2.197 7.692 0.0 0.0 0.0 -0.638
S 0.819 -3.142 7.146 0.1 -0.2 -0.1 1.189
O 1.903 -3.573 7.977 -0.1 0.1 0.1 -0.688
N 1.374 -2.568 5.707 0.0 -0.2 -0.1 -0.469
C 0.998 -3.317 4.701 -0.1 0.1 0.0 0.238
S 1.271 -2.963 3.062 0.2 -0.1 0.0 -0.199
C 0.173 -4.512 5.108 0.0 0.1 -0.1 0.342
C -0.407 -5.482 4.310 0.0 -0.1 0.0 -0.364
C -1.209 -6.445 4.913 0.0 0.0 0.0 -0.675
C -1.436 -6.432 6.288 0.0 0.0 0.0 -0.495
C -0.850 -5.461 7.093 0.1 -0.1 0.0 -0.740
C -0.043 -4.529 6.472 -0.1 0.1 0.0 -0.022
H -0.213 -5.486 3.245 0.0 0.0 0.0 0.501
H -1.666 -7.218 4.307 0.0 0.0 0.0 0.404
H -2.078 -7.181 6.734 0.0 0.0 0.0 0.395
H -1.010 -5.444 8.164 0.0 0.0 -0.1 0.460
C -3.746 0.722 -2.503 0.0 0.0 -0.1 -1.152
C -3.423 -0.028 -3.802 0.0 0.1 0.0 0.173
C -4.046 0.740 -4.978 0.0 0.0 0.0 -1.561
C -1.976 -0.389 -4.161 -0.2 -0.1 0.0 0.156
C -1.842 -1.424 -5.094 -0.1 0.0 0.1 -0.611
C -0.610 -1.822 -5.569 0.1 0.0 0.1 -1.315
C 0.537 -1.164 -5.139 -0.1 0.0 0.0 0.055
C 0.459 -0.120 -4.227 0.0 0.0 0.0 0.256
C 1.708 0.680 -3.887 0.0 0.0 0.0 2.209
C 1.802 1.916 -4.793 0.0 0.0 0.0 -1.666
C 2.999 -0.135 -3.995 -0.1 0.0 0.0 -2.041
C -0.809 0.229 -3.717 0.0 0.0 0.2 -0.302
N -0.898 1.296 -2.767 0.3 0.5 0.0 1.270
B -0.412 1.449 -1.405 -0.4 0.0 -0.1 1.318
N -0.693 2.834 -1.099 0.3 0.1 -0.1 0.930
C -1.289 3.427 -2.206 0.1 0.0 0.0 -1.283
C -1.393 2.524 -3.198 0.0 -0.1 0.0 -1.564
C -0.249 3.704 -0.036 -0.2 0.0 -0.2 -0.411
C -0.918 3.660 1.193 0.0 0.0 0.1 0.626
C -0.541 4.563 2.179 0.0 0.0 0.1 -0.330
C 0.441 5.512 1.941 0.0 0.0 0.0 -1.581
C 1.056 5.571 0.704 0.1 -0.1 0.1 -0.817
C 0.734 4.671 -0.310 0.0 -0.1 0.0 1.124
C 1.393 4.857 -1.673 0.0 0.0 0.0 1.627
C 2.920 4.952 -1.599 -0.1 0.1 0.0 -1.331
C 0.857 6.123 -2.354 -0.1 0.0 0.0 -1.626
C -2.102 2.733 1.401 -0.1 0.0 0.0 2.858
C -3.367 3.355 0.795 0.0 0.0 0.0 -1.652
C -2.343 2.375 2.867 0.1 0.1 0.0 -2.393
H -4.806 0.584 -2.278 0.0 0.0 0.0 0.630
H -3.574 1.795 -2.595 0.0 -0.1 0.0 0.261
H -3.176 0.378 -1.644 0.1 -0.1 0.1 -0.244
H -3.942 -0.990 -3.743 0.0 0.0 0.0 0.682
H -3.516 1.682 -5.142 -0.1 0.0 0.0 0.281
H -5.092 0.974 -4.768 0.0 0.0 0.0 0.459
H -4.002 0.167 -5.905 0.0 0.0 0.0 0.419
H -2.740 -1.923 -5.446 0.0 0.0 0.0 0.530
H -0.537 -2.636 -6.281 0.0 0.1 0.0 0.446
H 1.499 -1.456 -5.541 0.0 0.0 0.0 0.438
H 1.626 1.031 -2.858 0.0 0.0 0.0 -1.268
H 1.943 1.606 -5.832 0.0 0.0 0.0 0.419
H 2.656 2.536 -4.505 0.0 0.0 0.0 0.425
H 0.904 2.533 -4.740 0.0 0.0 0.0 0.223
H 3.290 -0.289 -5.037 0.0 0.0 0.0 0.633
H 2.905 -1.118 -3.526 0.0 0.1 -0.1 0.258
H 3.818 0.404 -3.514 0.0 0.0 -0.1 0.313
H -1.598 4.460 -2.188 0.0 -0.1 0.0 0.590
H -1.810 2.647 -4.185 0.1 0.0 0.1 0.345
H -1.043 4.551 3.138 0.0 0.0 0.0 0.399
H 0.704 6.226 2.713 0.0 0.0 0.0 0.434
H 1.796 6.339 0.516 0.0 0.0 0.0 0.399
H 1.132 4.006 -2.307 0.1 0.0 0.0 -1.080
H 3.240 5.734 -0.908 0.0 0.0 -0.1 0.345
H 3.326 5.199 -2.583 0.0 0.0 0.0 0.471
H 3.370 4.021 -1.277 0.1 -0.2 0.1 0.127
H 1.109 7.013 -1.771 0.0 0.0 0.0 0.350
H -0.227 6.097 -2.470 0.1 0.0 0.0 0.349
H 1.300 6.234 -3.346 0.0 0.0 0.0 0.440
H -1.899 1.810 0.856 0.0 0.0 0.0 -1.374
H -3.582 4.314 1.272 0.0 0.0 0.0 0.344
H -4.228 2.699 0.949 0.0 0.0 0.0 0.455
H -3.256 3.524 -0.277 0.0 0.0 0.0 0.220
H -2.769 3.217 3.418 0.0 0.0 0.0 0.617
H -1.423 2.068 3.372 -0.2 0.2 -0.1 0.446
H -3.061 1.554 2.938 0.0 0.1 0.0 0.354
```
Forces are in eV/Å.

Calculated values
Energy, eV: -96527.4647
Total charge: +1